This record from the OMol25 dataset describes the molecule C18H26N2O3. The level of theory is ωB97M-V with the def2-TZVPD basis set.

The geometry in XYZ format:
```
49
Properties=species:S:1:pos:R:3:forces:R:3:nbo_charge:R:1
C 0.319 3.180 -2.151 0.15 -0.14 0.40 -0.635
C 0.003 2.912 -0.691 -0.54 0.01 -0.30 -0.081
O 1.191 2.477 -0.021 0.32 0.23 -0.21 -0.512
C 1.108 1.420 0.783 0.11 -0.03 0.41 0.813
O 0.086 0.828 1.027 0.00 0.13 0.07 -0.622
C 2.465 1.119 1.394 0.10 -0.12 0.01 -0.331
C 2.330 0.296 2.678 -0.29 0.01 -0.17 -0.396
C 1.947 -1.144 2.353 0.26 -0.07 0.02 -0.430
C 2.997 -1.745 1.413 -0.08 -0.06 0.22 -0.209
N 3.203 -0.993 0.198 -0.31 -0.14 -0.06 -0.453
C 2.572 -1.408 -1.030 0.21 0.17 -0.17 -0.290
C 1.174 -0.844 -1.327 0.52 -0.47 -0.03 0.665
O 1.024 0.077 -2.105 -0.06 0.22 -0.07 -0.630
N 0.177 -1.492 -0.678 -0.17 -0.38 0.22 -0.618
C -1.185 -1.165 -0.623 -0.29 0.03 -0.01 0.275
C -1.771 -0.259 -1.499 0.02 0.07 -0.13 -0.294
C -3.120 0.039 -1.392 0.03 -0.13 0.09 0.028
C -3.748 1.044 -2.310 0.01 0.00 0.05 -0.631
C -3.882 -0.590 -0.416 0.05 0.00 0.02 -0.252
C -3.316 -1.510 0.453 0.02 0.00 -0.08 0.026
C -4.138 -2.177 1.516 0.05 0.04 0.03 -0.629
C -1.963 -1.793 0.342 0.05 0.09 -0.12 -0.279
C 3.431 0.411 0.407 0.12 0.34 0.05 -0.207
H 1.089 3.942 -2.237 0.05 0.12 -0.07 0.205
H -0.579 3.521 -2.660 -0.11 0.08 -0.07 0.209
H 0.673 2.265 -2.616 -0.01 0.00 -0.08 0.245
H -0.338 3.822 -0.184 0.03 -0.16 -0.02 0.177
H -0.760 2.134 -0.588 0.11 0.20 0.00 0.214
H 2.911 2.094 1.618 -0.03 -0.07 -0.04 0.235
H 3.287 0.310 3.206 0.03 0.03 0.03 0.202
H 1.574 0.746 3.324 0.08 0.02 0.05 0.222
H 0.960 -1.142 1.892 -0.02 -0.07 0.04 0.220
H 1.900 -1.735 3.269 -0.02 -0.04 0.02 0.208
H 3.959 -1.765 1.946 -0.05 -0.11 0.07 0.184
H 2.744 -2.776 1.154 0.07 -0.01 -0.01 0.194
H 2.535 -2.500 -1.044 0.02 0.02 -0.02 0.205
H 3.213 -1.077 -1.857 -0.24 -0.09 -0.01 0.217
H 0.457 -2.202 -0.015 0.06 0.14 -0.17 0.396
H -1.169 0.215 -2.256 0.03 0.02 -0.04 0.244
H -3.093 1.265 -3.149 0.01 0.05 -0.09 0.216
H -4.699 0.676 -2.691 -0.06 0.03 -0.06 0.217
H -3.941 1.972 -1.771 -0.04 0.09 -0.03 0.219
H -4.935 -0.357 -0.333 -0.15 0.00 0.01 0.202
H -3.941 -1.713 2.482 -0.04 -0.02 0.09 0.221
H -3.887 -3.233 1.594 -0.04 -0.07 0.04 0.215
H -5.200 -2.083 1.302 -0.07 -0.03 0.03 0.215
H -1.509 -2.503 1.021 0.08 -0.09 0.09 0.196
H 4.440 0.520 0.829 -0.05 0.14 -0.02 0.191
H 3.403 0.923 -0.556 0.09 0.02 0.00 0.225
```
Positions in Å, forces in eV/Å.

M   318.42 g mol⁻¹
Gap between HOMO and LUMO   8.92 eV
Total energy   -28211.8431 eV
HOMO level   -0.2993 Ha
Total charge   0
Energy relative to the best compared isomer or geometry (same formula, charge and spin)   0.964 eV